No. 1
ORCA calculation (wB97M-V/def2-TZVPD) on a structure of composition C38H40AgFN6O3 at a distorted geometry.

Results
**Total energy**: -2273.0359 a.u.
**ΔE to the lowest compared entry with this formula, charge and spin**: 35.9 kJ/mol
**Kohn-Sham gap**: 3.2 eV
**Lowest unoccupied orbital energy**: -0.07015 Ha

Structure (ORCA input):
```
! wB97M-V def2-TZVPD RIJCOSX def2/J DEFGRID3
* xyz 0 1
Ag 0.1533 -0.8674 0.0654
C -5.0624 -2.9126 -5.2040
C -3.8053 -2.1086 -5.5087
N -3.2725 -1.4358 -4.3300
C -2.3318 -2.1108 -3.5668
C -1.8841 -1.7179 -2.3658
C -0.7627 -2.4655 -1.6304
O -1.0946 -3.4417 -0.9592
O 0.3872 -1.9723 -1.8733
C -2.4187 -0.5014 -1.7761
O -2.1505 -0.1079 -0.6561
C -3.3382 0.2702 -2.6513
C -3.8003 1.4982 -2.2035
C -4.7061 2.1996 -2.9460
F -5.1971 3.3810 -2.4751
C -5.1827 1.7111 -4.1625
C -4.7240 0.4961 -4.6178
C -3.7808 -0.2442 -3.8826
N -6.1766 2.3963 -4.9403
C -7.5389 1.9705 -4.6630
C -8.4364 2.3872 -5.8095
N -8.3330 3.8844 -5.9695
C -6.9053 4.3201 -6.2005
C -6.0810 3.8432 -5.0234
H -5.4032 -3.4463 -6.0932
H -5.8691 -2.2613 -4.8587
H -4.8608 -3.6415 -4.4181
H -3.9916 -1.3752 -6.2921
H -3.0200 -2.7617 -5.8845
H -1.9457 -3.0075 -4.0379
H -3.4489 1.8624 -1.2443
H -5.0936 0.1558 -5.5760
H -7.9195 2.4000 -3.7201
H -7.5727 0.8879 -4.5651
H -9.4814 2.1382 -5.6396
H -8.0928 1.9493 -6.7443
H -8.6596 4.3206 -5.1042
H -8.9392 4.2122 -6.7196
H -6.9010 5.4035 -6.2985
H -6.5780 3.8566 -7.1286
H -6.4276 4.3510 -4.1125
H -5.0448 4.1352 -5.1810
C 4.6923 1.0920 2.1500
C 4.5825 2.5195 2.6187
C 5.4323 2.9946 3.6146
C 5.4208 4.3202 4.0241
C 4.5417 5.2106 3.4253
C 3.6645 4.7561 2.4540
C 3.6664 3.4218 2.0517
N 2.7701 3.0206 1.0406
C 1.8849 1.9323 1.0944
N 1.6092 1.5418 2.3650
C 0.8602 0.4550 2.9423
C 0.2223 -0.5321 2.1893
C -0.4833 -1.4818 2.9524
C -0.5571 -1.4544 4.3393
C 0.1166 -0.4609 5.0360
C 0.8403 0.5021 4.3506
C 1.5896 1.5640 5.1247
N 1.3864 1.4227 0.0347
C 1.7248 1.9204 -1.2234
C 2.9054 1.5462 -1.8687
C 3.1935 2.0073 -3.1443
C 2.3015 2.8454 -3.8008
C 1.1162 3.2032 -3.1699
C 0.8076 2.7509 -1.8909
C -0.4878 3.1084 -1.2084
H 5.6943 0.7099 2.3466
H 4.4953 1.0172 1.0790
H 3.9744 0.4375 2.6491
H 6.1402 2.3038 4.0599
H 6.1010 4.6565 4.7961
H 4.5248 6.2511 3.7242
H 2.9533 5.4355 1.9976
H 2.6975 3.5924 0.2160
H 2.0056 2.1617 3.0473
H -0.9960 -2.2844 2.4339
H -1.1224 -2.2080 4.8785
H 0.0887 -0.4308 6.1210
H 1.4945 1.3835 6.1953
H 1.2080 2.5740 4.9306
H 2.6609 1.5699 4.8911
H 3.5800 0.8690 -1.3585
H 4.1127 1.7029 -3.6304
H 2.5196 3.2053 -4.7983
H 0.4054 3.8436 -3.6843
H -1.1938 3.5416 -1.9217
H -0.3338 3.8329 -0.4028
H -0.9266 2.2203 -0.7466
*
```

Atomic partial charges in e from the Löwdin method, atoms 1 to 8:
1. Ag 0.7756
2. C -0.0653
3. C -0.2046
4. N -0.0536
5. C 0.0245
6. C -0.0379
7. C -0.7357
8. O 0.0030


No. 2
ORCA calculation (wB97M-V/def2-TZVPD) on a structure of composition C38H40BFeN5O4Si at a distorted geometry.

Results
**Total energy**: -3624.7987 a.u.
**Kohn-Sham gap (spin up / spin down)**: 5.2 / 5.7 eV
**<S²>**: 8.815
**Lowest unoccupied orbital energy (spin up / spin down)**: 0.03747 / 0.02847 Ha

Structure (ORCA input):
```
! wB97M-V def2-TZVPD RIJCOSX def2/J DEFGRID3
* xyz -1 6
Fe -0.0854 0.1454 0.0193
C -1.1582 -1.8279 -3.1851
C -1.6828 -0.4874 -3.4271
C -2.7242 -0.4375 -4.3759
C -3.3910 0.7451 -4.7086
C -3.0140 1.9225 -4.1338
C -1.9838 1.9657 -3.1638
C -1.8264 3.3022 -2.4861
C -1.3242 0.7789 -2.7784
N -0.2323 0.8639 -1.9529
C 1.0417 1.2562 -2.3929
O 1.2127 2.0368 -3.3230
C 2.1238 0.6623 -1.5396
C 3.4478 0.9523 -1.9530
C 4.5704 1.2713 -1.2457
C 3.9411 0.8979 1.3037
C 2.7660 1.7941 1.5435
N 1.7811 -0.2200 -0.5694
C 1.6616 1.2915 2.5134
O 1.7633 1.3362 3.7571
N 0.4782 0.8257 1.9292
C -0.6160 0.4354 2.7165
C -1.1013 -0.9486 2.8397
C -0.8131 -2.1022 1.8735
C -1.8380 -1.2853 3.9547
C -2.4363 -0.2918 4.7653
C -2.3214 1.0482 4.3890
C -1.4595 1.3786 3.3872
C -1.1957 2.8135 3.0917
H -1.8427 -2.4027 -2.5615
H -0.1092 -1.8336 -2.8583
H -1.2024 -2.3639 -4.1461
H -3.0431 -1.3510 -4.8228
H -4.2109 0.7081 -5.4251
H -3.4632 2.8602 -4.5069
H -1.9439 4.1431 -3.2082
H -0.8679 3.4724 -1.9586
H -2.6670 3.4193 -1.7742
H 3.4183 1.0730 -3.0178
H 5.4856 1.4490 -1.8871
H 4.6374 0.9546 2.1711
H -1.4426 -2.0188 0.9687
H -1.1368 -3.0115 2.3953
H 0.2815 -2.0985 1.5223
H -1.9464 -2.3563 4.2044
H -2.9110 -0.6060 5.6878
H -2.8730 1.8172 4.9008
H -2.0922 3.3988 2.7744
H -0.4260 2.9609 2.3140
H -0.7455 3.2669 4.0143
C 3.6377 5.2165 0.3281
C 3.8192 3.7626 0.4954
C 5.0018 3.0969 0.2132
C 4.8821 1.5899 0.2340
C 3.6959 -0.5429 1.0620
C 2.5598 -1.0278 0.2964
N 2.7707 3.0059 1.0520
N 2.1651 -2.2345 0.6874
Si 2.6828 -3.8433 0.8208
C 4.4254 -4.6094 0.8690
C 1.7599 -4.6910 -0.6218
C 2.2976 -4.4489 2.5942
H 4.5027 5.5040 -0.3610
H 3.7705 5.7610 1.2782
H 2.7167 5.5224 -0.1499
H 5.7993 3.5100 -0.3954
H 5.9184 1.3306 0.3374
H 4.4455 -1.3038 1.3920
H 5.0564 -4.4440 0.0111
H 4.3873 -5.7191 1.0901
H 5.0500 -4.2626 1.7443
H 2.4306 -4.7904 -1.4978
H 0.8817 -4.0787 -0.8884
H 1.4052 -5.6815 -0.2565
H 2.3204 -5.5377 2.5350
H 1.3198 -4.1166 2.9017
H 3.0992 -4.1136 3.2869
O -3.1889 -1.5275 -0.6055
B -2.3621 -0.3939 -0.1987
O -3.2397 0.7197 -0.1188
C -4.4997 0.2741 -0.4171
C -5.6363 1.0466 -0.6022
C -6.8578 0.4284 -0.9803
C -6.7972 -0.9721 -1.3009
C -5.6132 -1.7538 -1.1311
C -4.4895 -1.1047 -0.7119
H -5.5323 2.1130 -0.4081
H -7.7911 0.9829 -1.1331
H -7.7021 -1.4764 -1.6279
H -5.5749 -2.7946 -1.4582
*
```

Atomic partial charges in e from the Löwdin method, atoms 1 to 8:
1. Fe 0.7922
2. C -0.0637
3. C -0.1935
4. C -0.0607
5. C -0.1108
6. C -0.0759
7. C -0.1982
8. C -0.0495


No. 3
ORCA calculation (wB97M-V/def2-TZVPD) on a structure of composition C38H40FeN9O at a distorted geometry.

Results
**Total energy**: -3303.0693 a.u.
**ΔE to the lowest compared entry with this formula, charge and spin**: 220.3 kJ/mol
**Kohn-Sham gap (spin up / spin down)**: 6.2 / 6.1 eV
**<S²>**: 8.839
**Lowest unoccupied orbital energy (spin up / spin down)**: -0.20145 / -0.22151 Ha

Structure (ORCA input):
```
! wB97M-V def2-TZVPD RIJCOSX def2/J DEFGRID3
* xyz 2 6
Fe 2.1356 2.0812 0.0975
C 2.7718 0.2178 -2.1137
C 3.8273 1.3332 -2.4067
N 3.7915 2.4964 -1.4312
C 3.3619 3.7560 -2.1708
C 1.8914 4.0961 -2.0274
C 1.1867 5.0739 -2.7188
C -0.1820 5.3420 -2.5845
C -0.8354 4.5390 -1.6176
C -0.1925 3.4982 -0.9612
C -0.8973 2.6527 0.0870
N 0.0157 1.7423 0.8223
C -0.4069 0.3115 0.7603
C 1.5184 -0.8650 -0.3039
N 2.5274 0.1992 -0.5786
N 1.2512 3.2873 -1.1253
H 3.2712 -0.6890 -2.4730
H 1.7489 0.3189 -2.5919
H 3.7367 1.7692 -3.4432
H 4.7844 0.8022 -2.2513
H 4.7853 2.7025 -1.1965
H 3.5712 3.6545 -3.2317
H 3.9621 4.6460 -1.8528
H 1.8044 5.6580 -3.3866
H -0.6359 6.1091 -3.1074
H -1.7813 4.8994 -1.1829
H -1.5158 1.9394 -0.4008
H -1.5407 3.2922 0.6928
H 0.2091 2.0158 1.8160
H -0.7007 0.2525 -0.3370
H -1.2742 0.1572 1.4299
H 0.7713 -0.8654 -1.1563
H 2.0231 -1.8133 -0.2421
H 3.4819 0.2141 -0.2466
N 5.2764 -3.4677 8.4116
C 4.6893 -2.8847 7.6137
C 3.8580 -2.2545 6.6203
C 3.6586 -2.9844 5.3969
C 3.2204 -2.3348 4.3180
C 2.9527 -0.9820 4.3469
C 3.2443 -0.2572 5.4653
C 3.6440 -0.8653 6.6676
C 2.3955 -0.3447 3.0847
C 1.2345 -0.9018 2.5015
C 0.3996 -1.7927 3.1153
C -0.3123 -2.5537 2.1727
C -0.1398 -2.0517 0.8960
N 0.6755 -0.6957 1.0131
C 3.2359 0.6487 2.5443
C 4.5784 0.9100 3.0218
C 4.9613 2.1898 2.6079
C 3.8839 2.7316 1.9900
N 2.8776 1.8068 1.8172
H 3.8133 -4.0241 5.4599
H 3.0933 -2.8582 3.4148
H 3.0622 0.8014 5.4509
H 3.8668 -0.2906 7.4985
H 0.3741 -1.9501 4.1726
H -0.8847 -3.4700 2.4248
H -0.6018 -2.2983 -0.0776
H 5.2164 0.1920 3.5892
H 5.8972 2.6313 2.8597
H 3.7594 3.7467 1.5708
C -6.8724 -2.4466 -2.5978
N -5.8910 -1.7528 -1.8199
N -4.5431 -2.2049 -1.8804
C -3.8542 -1.5643 -0.7960
O -2.6251 -1.5335 -0.6501
C -4.9088 -1.0106 0.0285
C -6.1456 -1.1445 -0.6161
C -7.4412 -0.5547 -0.1699
C -3.9030 -2.2904 -3.1900
C -4.2788 -1.4597 -4.2862
C -3.9209 -1.7591 -5.5861
C -3.2408 -2.9743 -5.8999
C -2.8612 -3.7466 -4.8322
C -3.0780 -3.3855 -3.4872
H -7.6777 -2.8358 -1.9840
H -6.4385 -3.2867 -3.1407
H -7.2505 -1.7090 -3.3140
H -4.9491 -0.4495 0.9704
H -7.6190 -1.0517 0.7527
H -8.2359 -0.9241 -0.8756
H -7.4103 0.5059 -0.1090
H -4.7538 -0.4779 -4.0190
H -4.3808 -1.2281 -6.4228
H -2.8655 -3.1546 -6.9529
H -2.4480 -4.7100 -4.9556
H -2.8022 -4.0721 -2.7004
*
```

Atomic partial charges in e from the Löwdin method, atoms 1 to 8:
1. Fe 0.7314
2. C -0.1304
3. C -0.1438
4. N -0.0828
5. C -0.1174
6. C -0.2147
7. C 0.0028
8. C 0.0337


No. 4
ORCA calculation (wB97M-V/def2-TZVPD) on a structure of composition C38H40GeN3O4P2RhS2.

Results
**Total energy**: -5603.2776 a.u.
**Kohn-Sham gap (spin up / spin down)**: 7.6 / 4.8 eV
**<S²>**: 6.049
**Lowest unoccupied orbital energy (spin up / spin down)**: -0.18001 / -0.28371 Ha

Structure (ORCA input):
```
! wB97M-V def2-TZVPD RIJCOSX def2/J DEFGRID3
* xyz 2 5
Rh -0.2861 0.0263 0.0986
C -3.0014 1.9319 0.8035
P -2.4765 0.5278 -0.2082
C -2.9163 0.9558 -1.9031
C -3.4875 -0.8893 0.2660
C -4.8415 -0.9917 -0.0410
C -5.5504 -2.1153 0.3510
C -4.9122 -3.1313 1.0525
C -3.5688 -3.0245 1.3745
C -2.8458 -1.9020 0.9805
P -1.1100 -1.6295 1.4654
C -1.2056 -1.3048 3.2454
C -0.3259 -3.2548 1.3767
H -2.7329 1.7646 1.8453
H -4.0820 2.0646 0.7266
H -2.5057 2.8359 0.4508
H -3.9734 1.2169 -1.9643
H -2.7137 0.1135 -2.5632
H -2.3134 1.8037 -2.2213
H -5.3482 -0.2079 -0.5901
H -6.6002 -2.2034 0.1081
H -5.4681 -4.0097 1.3510
H -3.0938 -3.8222 1.9304
H -1.9368 -1.9776 3.6961
H -1.4987 -0.2720 3.4268
H -0.2236 -1.4803 3.6797
H -0.8537 -3.9532 2.0275
H 0.6994 -3.1636 1.7326
H -0.3255 -3.6388 0.3573
Ge 2.0080 -1.0002 -0.8693
C 2.4641 -2.9399 -0.4476
C 2.1040 -3.8922 -1.4118
C 2.2633 -5.2337 -1.1312
C 2.8257 -5.6310 0.0812
C 3.2378 -4.6869 1.0152
C 3.0894 -3.3399 0.7398
C 3.9746 -1.1013 -1.2001
C 4.3518 -1.4145 -2.5132
C 5.6621 -1.2163 -2.9059
C 6.6051 -0.7959 -1.9754
C 6.2444 -0.5700 -0.6492
C 4.9385 -0.7602 -0.2431
H 1.2773 -1.1987 -2.2250
H 1.6695 -3.5834 -2.3556
H 1.9592 -5.9804 -1.8524
H 2.9617 -6.6842 0.2867
H 3.6889 -5.0047 1.9451
H 3.4232 -2.6060 1.4610
H 3.6196 -1.7701 -3.2278
H 5.9571 -1.4097 -3.9282
H 7.6364 -0.6712 -2.2774
H 6.9934 -0.2597 0.0668
H 4.6577 -0.5959 0.7891
O 2.2441 1.0205 -1.2230
C 1.2807 1.6227 -1.8068
O 0.0804 1.3497 -1.5532
C 1.6176 2.6755 -2.7862
C 0.6035 3.3568 -3.4579
C 0.9257 4.3443 -4.3714
C 2.2586 4.6551 -4.6116
C 3.2706 3.9790 -3.9434
C 2.9541 2.9866 -3.0323
H -0.4296 3.1012 -3.2671
H 0.1430 4.8712 -4.8994
H 2.5089 5.4270 -5.3267
H 4.3051 4.2255 -4.1387
H 3.7321 2.4458 -2.5110
N 2.4223 1.8263 8.8948
C 2.4588 1.3256 7.6422
C 1.5715 0.3009 7.2532
C 1.6095 -0.2047 5.9790
C 2.5284 0.2963 5.0518
C 3.4164 1.3081 5.4251
C 3.3841 1.8161 6.7001
S 2.5565 -0.3316 3.4505
O 2.1422 -1.7068 3.4344
O 3.7830 0.0481 2.7902
N 1.2948 0.4413 2.6527
C 1.4589 1.5478 2.0243
S 2.8888 2.5967 1.9596
C 2.0131 3.6989 1.0294
C 0.7349 3.2194 0.7437
N 0.4239 2.0458 1.2660
H 1.8127 1.4368 9.5910
H 3.0942 2.5067 9.2008
H 0.8704 -0.0977 7.9741
H 0.9442 -1.0108 5.7000
H 4.1512 1.6693 4.7181
H 4.0854 2.5863 6.9920
H 2.4341 4.6294 0.6847
H 0.0350 3.7442 0.1091
*
```

Atomic partial charges in e from the Löwdin method, atoms 1 to 8:
1. Rh 0.5418
2. C -0.2049
3. P 0.8240
4. C -0.2084
5. C -0.3683
6. C -0.0624
7. C -0.0405
8. C -0.0386


No. 5
ORCA calculation (wB97M-V/def2-TZVPD) on a structure of composition C38H40N4O3SSiW at a distorted geometry.

Results
**Total energy**: -2671.6128 a.u.
**ΔE to the lowest compared entry with this formula, charge and spin**: 67.5 kJ/mol
**Kohn-Sham gap (spin up / spin down)**: 6.2 / 6.1 eV
**Lowest unoccupied orbital energy (spin up / spin down)**: 0.00302 / -0.00983 Ha

Structure (ORCA input):
```
! wB97M-V def2-TZVPD RIJCOSX def2/J DEFGRID3
* xyz 0 1
W 0.7887 0.3895 0.6247
C -1.3029 2.2283 -2.8977
C -0.4789 1.3685 -1.9967
N -0.4997 1.4908 -0.6503
N -1.2580 2.5230 -0.1308
C -1.4402 2.6348 1.1860
N -2.2609 3.6330 1.6251
S -0.7185 1.5732 2.2824
C 0.3789 0.3508 -2.4015
C 0.5903 -0.0674 -3.7490
C 1.2731 -1.2068 -4.0148
C 1.7360 -1.9917 -2.9257
C 1.5744 -1.5223 -1.6593
N 0.9929 -0.3215 -1.3545
H -2.3496 2.2374 -2.5797
H -1.3122 1.8333 -3.9086
H -0.9390 3.2597 -2.9501
H -1.7672 3.1030 -0.7851
H -2.3972 4.4466 1.0458
H -2.2516 3.8123 2.6149
H 0.1735 0.5201 -4.5529
H 1.4248 -1.5324 -5.0343
H 2.2012 -2.9546 -3.0720
H 1.8842 -2.1099 -0.8128
C 4.2566 -1.5494 0.3011
O 3.4454 -1.4533 1.4808
C 2.3061 -0.8065 1.3732
O 1.6689 -0.4755 2.3911
H 5.2853 -1.4725 0.6448
H 4.0185 -0.7290 -0.3777
H 4.0912 -2.5127 -0.1762
O -0.5790 -1.1332 0.8951
Si -1.6564 -2.2018 0.3979
C -0.7787 -3.7970 -0.0807
C 0.4656 -4.0664 0.4907
C 1.1716 -5.2186 0.1818
C 0.6402 -6.1352 -0.7131
C -0.6004 -5.8960 -1.2825
C -1.2994 -4.7407 -0.9631
C -2.9169 -2.5300 1.7433
C -4.0092 -3.3725 1.5389
C -4.9375 -3.6016 2.5405
C -4.7875 -2.9852 3.7757
C -3.7099 -2.1458 3.9991
C -2.7836 -1.9225 2.9899
C -2.6280 -1.5510 -1.0863
C -3.7167 -0.7031 -0.8696
C -4.4002 -0.1173 -1.9236
C -4.0122 -0.3802 -3.2308
C -2.9372 -1.2198 -3.4692
C -2.2520 -1.7906 -2.4048
H 0.8831 -3.3594 1.1989
H 2.1326 -5.4055 0.6447
H 1.1863 -7.0364 -0.9591
H -1.0243 -6.6098 -1.9772
H -2.2627 -4.5685 -1.4286
H -4.1458 -3.8564 0.5790
H -5.7775 -4.2596 2.3597
H -5.5114 -3.1616 4.5607
H -3.5871 -1.6643 4.9606
H -1.9414 -1.2636 3.1641
H -4.0473 -0.5097 0.1434
H -5.2486 0.5271 -1.7289
H -4.5537 0.0623 -4.0578
H -2.6287 -1.4338 -4.4852
H -1.4080 -2.4381 -2.6125
C 2.9088 2.2946 2.9301
C 3.1064 2.5842 1.4404
C 4.5488 2.2369 1.0658
C 2.1665 1.7988 0.5261
C 2.7896 4.0560 1.1567
C 3.6883 4.9329 0.5642
C 3.3337 6.2481 0.2902
C 2.0716 6.7141 0.6059
C 1.1636 5.8508 1.2071
C 1.5199 4.5432 1.4753
H 3.0131 1.2309 3.1350
H 1.9235 2.6006 3.2776
H 3.6555 2.8321 3.5168
H 4.7433 1.1947 1.3212
H 5.2678 2.8483 1.6143
H 4.7320 2.3632 -0.0009
H 2.3895 2.1311 -0.5099
H 4.6816 4.5967 0.3047
H 4.0544 6.9095 -0.1705
H 1.7975 7.7382 0.3963
H 0.1765 6.2080 1.4741
H 0.8158 3.8741 1.9486
*
```

Atomic partial charges in e from the Löwdin method, atoms 1 to 8:
1. W 1.4112
2. C -0.0255
3. C -0.2810
4. N -0.1243
5. N 0.0287
6. C -0.7855
7. N 0.1027
8. S 0.7697


- Among the records above, which one has the highest total energy?
  C38H40AgFN6O3